{
  "formula": "C13H18O2",
  "method": "ωB97M-V with the def2-TZVPD basis set",
  "symbols": ["C", "C", "C", "C", "C", "O", "C", "O", "C", "C", "C", "C", "C", "C", "C", "H", "H", "H", "H", "H", "H", "H", "H", "H", "H", "H", "H", "H", "H", "H", "H", "H", "H"],
  "positions_angstrom": [[-2.067890, -1.268340, -1.571915], [-1.176515, -0.112421, -1.471147], [0.295115, -0.600725, -1.290342], [1.298222, -0.410005, -2.350749], [1.259777, 0.868979, -3.262636], [0.649855, -1.548646, -0.273785], [0.824977, -0.347804, 0.402821], [2.190208, 0.172074, 0.538583], [3.119040, -0.584166, 1.400243], [-0.190648, 0.128040, 1.353099], [-1.277061, -0.699600, 1.862315], [-2.149598, -0.156238, 2.709381], [-2.000971, 1.125243, 3.201637], [-0.941378, 1.881949, 2.783470], [0.017186, 1.373051, 1.888468], [-1.995005, -1.717055, -2.569858], [-3.103402, -0.866272, -1.465365], [-2.066658, -2.086461, -0.764354], [-1.392789, 0.673362, -0.796056], [-1.120967, 0.408724, -2.377803], [2.313832, -0.382290, -1.798442], [1.373770, -1.274459, -3.162605], [0.525203, 0.634990, -3.990583], [2.140647, 1.123000, -3.755926], [0.789562, 1.830519, -2.714826], [3.951931, 0.021794, 1.368246], [3.421512, -1.552139, 0.993587], [2.737587, -0.874382, 2.362520], [-1.565225, -1.583485, 1.273702], [-3.084390, -0.755272, 2.896773], [-2.651496, 1.550247, 3.944213], [-0.770107, 2.920431, 3.139934], [0.645674, 2.107358, 1.497400]],
  "forces_ev_per_a": [[-3.200, -1.343, 0.803], [3.382, -1.503, 0.420], [0.199, 2.408, 3.815], [3.608, -0.305, -1.431], [-3.464, 1.016, 3.129], [-0.589, -0.685, 0.112], [1.213, 0.684, -3.984], [-1.843, -1.827, 0.516], [-2.102, -1.211, -1.575], [0.482, -1.687, 1.154], [2.139, 0.424, -3.569], [-2.957, -0.778, 1.161], [0.250, 0.633, 0.727], [1.089, 0.837, 0.159], [-2.636, 0.291, 0.709], [-0.006, -0.205, 0.359], [0.326, -0.454, -0.389], [0.710, 1.285, -1.188], [-0.548, 0.276, 1.302], [-0.244, 0.575, -1.686], [-1.458, -0.366, -0.918], [-0.320, 1.168, 2.000], [-0.700, 0.091, -1.094], [1.675, 0.224, -0.454], [1.397, -2.054, -0.961], [1.803, 1.297, 0.646], [-0.241, 0.035, -0.690], [-0.368, 0.742, 0.706], [0.603, 0.126, 0.733], [1.048, 0.788, 0.235], [-0.484, -0.070, 0.012], [-0.412, -0.845, -0.142], [1.645, 0.432, -0.616]],
  "mulliken_charge": [-1.311, -0.543, 0.560, -0.234, -1.305, -0.605, 0.914, -0.389, -0.795, -0.068, -0.172, -0.517, -0.446, -0.437, -0.651, 0.385, 0.335, 0.226, 0.486, 0.411, 0.249, 0.212, 0.395, 0.408, 0.241, 0.301, 0.309, 0.317, 0.276, 0.282, 0.406, 0.318, 0.443],
  "spin_multiplicity": 1,
  "homo_lumo_gap_ha": 0.32209,
  "fmax_ev_per_a": 4.8,
  "smiles": "CCC1(CC)O[C@]1(OC)c1ccccc1",
  "homo_energy_ev": -7.87,
  "total_energy_ha": -656.48517,
  "relative_energy_kcal_mol": 98.6
}